Entry 1:
{
  "formula": "C7H23N2OSi2",
  "method": "ωB97M-V with the def2-TZVPD basis set",
  "orbital_gap_ev": 9.76,
  "e_above_lowest_kcal_mol": 49.1,
  "homo_energy_ev": -12.323,
  "charge": 1,
  "spin_multiplicity": 1,
  "symbols": ["C", "C", "C", "C", "N", "C", "C", "N", "Si", "C", "O", "Si", "H", "H", "H", "H", "H", "H", "H", "H", "H", "H", "H", "H", "H", "H", "H", "H", "H", "H", "H", "H", "H", "H", "H"],
  "coordinates": [[2.997, -0.209, 0.939], [2.110, 0.039, -0.297], [2.371, 1.520, -0.795], [0.576, -0.145, 0.148], [-0.372, 0.653, -0.944], [-0.503, 0.081, -2.258], [-1.834, -0.646, -2.431], [-1.713, -1.795, -3.290], [-0.157, 0.427, 1.932], [-0.163, -0.908, 3.282], [-1.736, 0.423, 1.400], [-3.404, 0.699, 1.664], [3.562, -1.188, 0.737], [2.419, -0.400, 1.863], [3.701, 0.523, 1.137], [2.406, -0.612, -1.145], [2.087, 2.207, -0.027], [3.458, 1.510, -1.107], [2.045, 1.847, -1.805], [0.296, -1.256, 0.198], [-1.267, 0.747, -0.409], [0.107, 1.523, -0.979], [-0.420, 0.849, -2.988], [0.501, -0.484, -2.435], [-2.391, -0.982, -1.567], [-2.438, 0.244, -2.855], [-1.446, -1.583, -4.199], [-1.361, -2.674, -3.062], [0.447, 1.804, 2.017], [-0.390, -0.280, 4.138], [-0.767, -1.732, 3.259], [0.867, -1.147, 3.608], [-3.620, -0.691, 1.948], [-3.755, 1.229, 0.245], [-3.506, 1.573, 2.821]],
  "forces_ev_per_a": [[-0.79, -3.81, -0.62], [-1.49, 1.62, -0.17], [1.58, -1.68, -1.54], [0.03, -0.53, -0.49], [0.54, -1.43, 3.41], [2.44, -1.78, -0.06], [0.00, 0.36, -1.29], [-1.79, 1.68, -0.40], [-0.55, -1.20, -1.90], [3.47, 3.67, 0.49], [0.25, 1.24, 0.19], [2.19, -0.11, -1.52], [-0.62, 1.38, 0.56], [0.21, 0.16, -0.41], [1.29, 1.60, 0.20], [-0.44, 0.04, 0.67], [0.30, 0.78, 0.35], [-0.73, 0.45, 1.29], [-0.97, -0.45, 0.60], [0.13, 1.44, -0.82], [0.54, 0.08, -0.54], [0.25, 1.16, -0.03], [-0.18, 0.90, -0.54], [-2.11, 0.19, 0.27], [0.47, 0.26, 0.83], [0.08, -2.03, 0.11], [0.37, 0.45, -1.79], [0.58, -1.16, 1.41], [-0.34, -0.47, 0.76], [-0.78, 0.06, 0.49], [-1.60, -1.91, -0.53], [-0.29, -0.43, -0.55], [-1.29, -0.57, 0.14], [-0.32, -0.33, 1.36], [-0.44, 0.37, 0.07]]
}

Entry 2:
{
  "formula": "C7H23NO7",
  "method": "ωB97M-V with the def2-TZVPD basis set",
  "orbital_gap_ev": 8.68,
  "e_above_lowest_kcal_mol": 0.0,
  "homo_energy_ev": -8.461,
  "spin_multiplicity": 1,
  "symbols": ["C", "C", "C", "C", "C", "C", "C", "N", "H", "H", "H", "H", "H", "H", "H", "H", "H", "O", "H", "H", "O", "H", "H", "O", "H", "H", "O", "H", "H", "O", "H", "H", "O", "H", "H", "O", "H", "H"],
  "coordinates": [[-2.024, 1.797, -1.804], [-0.729, 1.509, -1.089], [-0.067, 2.625, -0.540], [0.997, 2.512, 0.310], [1.394, 1.233, 0.750], [0.762, 0.109, 0.258], [-0.327, 0.266, -0.643], [-0.977, -0.942, -0.985], [-2.516, 0.885, -2.071], [-2.697, 2.300, -1.102], [-1.963, 2.519, -2.617], [-0.356, 3.622, -0.854], [1.665, 3.324, 0.529], [2.256, 1.125, 1.393], [0.845, -0.839, 0.762], [-0.364, -1.769, -0.993], [-1.502, -0.900, -1.848], [-0.599, -2.237, 2.406], [-1.158, -2.078, 1.630], [-0.941, -1.608, 3.051], [-3.842, -0.721, -0.699], [-2.893, -0.838, -0.550], [-4.193, -0.970, 0.161], [0.142, -3.229, 0.002], [0.991, -3.491, -0.369], [0.294, -3.003, 0.933], [-2.446, 0.393, 2.035], [-2.995, 0.798, 2.702], [-2.010, 0.969, 1.406], [2.861, -1.182, 2.574], [2.775, -0.415, 1.995], [1.965, -1.308, 2.906], [2.983, -1.456, -1.586], [3.042, -0.570, -1.221], [3.443, -1.970, -0.914], [2.593, 1.512, -2.079], [2.106, 0.843, -1.603], [3.483, 1.187, -2.236]],
  "forces_ev_per_a": [[0.01, 0.19, 0.47], [-0.44, 1.34, 0.99], [0.21, 0.10, -0.50], [1.02, -1.08, 0.29], [-0.14, 0.26, -0.70], [-1.20, 1.01, 0.47], [0.53, -1.52, -0.03], [-0.03, 0.27, -0.52], [-0.43, -0.24, -0.60], [-0.02, -0.22, 0.13], [0.38, -0.36, -0.33], [-0.14, -0.07, -0.11], [-0.27, 0.53, 0.29], [-0.05, 0.32, 0.22], [0.50, -0.28, -0.36], [-0.46, 0.55, 0.34], [0.12, 0.10, -0.11], [-0.17, 0.13, -0.08], [-0.11, 0.12, 0.16], [0.03, 0.05, -0.04], [-0.10, -0.12, 0.25], [0.20, -0.05, -0.04], [-0.27, 0.10, -0.04], [0.28, -0.37, -0.01], [0.05, -0.05, 0.13], [0.23, -0.26, -0.15], [0.27, -1.63, 0.03], [0.09, 0.84, -0.26], [-0.24, 0.69, 0.25], [-0.09, 0.09, -0.14], [0.12, -0.23, 0.16], [-0.01, -0.13, 0.03], [0.16, -0.20, 0.19], [-0.04, 0.07, 0.03], [0.05, -0.24, -0.04], [0.37, 0.62, -0.38], [-0.35, -0.14, 0.09], [-0.04, -0.15, -0.09]]
}

Entry 3:
{
  "formula": "C7H24N4O5Sm",
  "method": "ωB97M-V with the def2-TZVPD basis set",
  "orbital_gap_ev": [4.36, 4.44],
  "s2": 8.759,
  "e_above_lowest_kcal_mol": 64.3,
  "homo_energy_ev": [-8.999, -9.049],
  "charge": 1,
  "spin_multiplicity": 6,
  "symbols": ["O", "H", "Sm", "N", "N", "O", "O", "C", "C", "C", "C", "H", "H", "H", "H", "H", "H", "H", "H", "O", "H", "H", "C", "H", "H", "H", "O", "H", "H", "N", "C", "C", "N", "H", "H", "H", "H", "H", "H", "H", "H"],
  "coordinates": [[0.789, 2.190, 0.060], [1.799, 2.681, -1.516], [-1.288, -0.160, 0.464], [-0.850, -0.214, -1.876], [-0.002, -2.028, -0.487], [-1.554, 0.755, -2.617], [0.281, -3.160, 0.323], [-0.055, -1.038, -2.570], [0.456, -2.093, -1.745], [0.210, -0.922, -4.025], [1.323, -3.206, -2.222], [-0.331, -0.069, -4.442], [-0.111, -1.835, -4.548], [1.285, -0.792, -4.216], [2.256, -3.292, -1.644], [1.619, -3.017, -3.261], [0.806, -4.180, -2.220], [-2.237, 1.060, -1.957], [0.872, -3.718, -0.237], [-1.766, -2.216, 1.672], [-2.437, -2.568, 2.280], [-1.123, -2.937, 1.433], [2.267, 3.172, -0.669], [1.697, 3.967, -0.201], [3.087, 3.725, -1.146], [2.785, 2.511, 0.018], [-2.846, 0.887, -0.224], [0.108, 2.866, 0.218], [-3.716, 1.303, -0.344], [-1.779, 1.244, 2.586], [-0.671, 1.574, 3.555], [0.476, 0.604, 3.384], [0.720, 0.337, 1.945], [-2.202, 2.105, 2.229], [-2.545, 0.802, 3.098], [-0.339, 2.599, 3.355], [-1.052, 1.526, 4.581], [1.374, 1.008, 3.869], [0.229, -0.350, 3.865], [0.978, 1.205, 1.389], [1.487, -0.328, 1.845]],
  "forces_ev_per_a": [[-5.46, -3.54, 2.50], [0.15, 0.14, -0.02], [2.42, 1.15, 2.19], [0.55, -0.55, -3.74], [1.58, -2.14, -2.25], [0.94, -1.25, 0.77], [0.87, 0.57, -1.45], [-2.42, 3.55, 0.51], [-0.67, -0.84, 4.08], [0.02, -0.02, -0.33], [0.27, -0.08, -0.74], [0.15, -0.21, 0.13], [0.07, 0.20, 0.11], [-0.24, 0.00, 0.08], [-0.30, 0.10, -0.03], [-0.04, -0.12, 0.31], [0.04, 0.31, 0.08], [0.67, -0.19, -0.19], [-0.47, 0.02, 0.91], [0.08, -0.80, 0.18], [0.38, 0.06, -0.28], [-0.72, 0.55, 0.37], [3.58, 2.22, -2.07], [0.10, 0.01, -0.03], [0.74, 0.47, -0.25], [-0.01, 0.05, -0.03], [-2.64, 1.21, -0.97], [0.10, -0.21, -0.08], [0.55, -0.18, 0.15], [-0.36, 0.23, 0.52], [-0.51, 0.18, -0.40], [0.41, -0.42, -0.44], [0.08, -0.54, 0.50], [0.28, -0.23, 0.08], [0.21, 0.09, -0.04], [-0.07, -0.23, -0.02], [0.16, 0.14, -0.15], [-0.21, -0.08, 0.05], [0.06, 0.11, 0.03], [-0.30, 0.09, -0.18], [-0.03, 0.18, 0.14]]
}

Entry 4:
{
  "formula": "C7H24O5Ti",
  "method": "ωB97M-V with the def2-TZVPD basis set",
  "orbital_gap_ev": [6.83, 8.38],
  "s2": 3.750,
  "e_above_lowest_kcal_mol": 89.6,
  "homo_energy_ev": [-11.302, -12.738],
  "charge": 1,
  "spin_multiplicity": 4,
  "symbols": ["Ti", "C", "O", "H", "H", "H", "H", "C", "O", "H", "H", "H", "H", "C", "O", "H", "H", "H", "H", "C", "C", "O", "H", "H", "H", "H", "H", "H", "C", "C", "O", "H", "H", "H", "H", "H", "H"],
  "coordinates": [[-0.574, -0.588, -0.142], [1.069, -2.648, 3.973], [0.135, -3.091, 3.082], [0.944, -2.956, 5.011], [2.042, -2.993, 3.623], [0.975, -1.564, 3.905], [0.129, -4.051, 3.088], [-2.448, -4.682, -2.172], [-1.182, -4.093, -2.183], [-2.464, -5.472, -1.421], [-3.215, -4.010, -1.786], [-2.675, -5.107, -3.149], [-0.663, -4.538, -2.857], [-5.638, 0.215, -0.294], [-4.578, -0.052, 0.642], [-6.140, 1.173, -0.156], [-5.190, 0.313, -1.283], [-6.347, -0.612, -0.281], [-4.944, -0.175, 1.521], [4.658, 0.899, -2.747], [4.472, -0.483, -2.225], [3.862, -0.359, -0.938], [5.258, 0.902, -3.657], [5.061, 1.554, -1.974], [3.685, 1.328, -2.984], [5.418, -0.983, -2.017], [3.869, -1.186, -2.799], [4.522, 0.002, -0.341], [0.467, 4.821, 2.051], [-0.337, 5.028, 0.802], [-0.279, 3.843, 0.044], [1.537, 4.713, 1.874], [0.152, 3.981, 2.670], [0.311, 5.707, 2.667], [0.032, 5.915, 0.287], [-1.395, 5.178, 1.017], [-0.533, 4.071, -0.853]],
  "forces_ev_per_a": [[-0.03, -0.07, 0.08], [1.43, 0.95, 0.49], [-2.02, -1.12, -1.28], [-0.29, -0.10, 0.04], [0.46, 0.38, 0.34], [0.55, 0.08, 0.38], [-0.15, -0.09, -0.10], [-0.58, -1.03, 0.68], [0.79, 0.95, -0.03], [0.03, -0.48, -0.13], [0.09, 0.46, -0.61], [-0.46, 0.18, 0.10], [0.13, 0.08, 0.09], [0.33, -0.12, -0.05], [0.09, 0.30, -0.44], [-0.07, -0.04, 0.55], [0.13, -0.37, 0.05], [-0.13, 0.15, -0.16], [-0.16, 0.05, -0.01], [-0.44, 0.34, -0.99], [0.62, -0.41, 1.46], [-0.99, -0.42, 0.48], [0.14, 0.24, 0.09], [0.43, -0.15, -0.13], [-0.08, 0.01, -0.16], [0.30, -0.05, -0.57], [-0.12, 0.39, -0.21], [-0.01, 0.03, 0.05], [-0.02, 0.49, 0.77], [-0.36, -0.16, 0.69], [0.39, -0.63, -1.04], [-0.06, 0.06, -0.23], [-0.22, -0.15, -0.27], [0.22, 0.08, 0.16], [0.10, -0.11, -0.34], [-0.05, 0.43, 0.38], [-0.03, -0.13, -0.15]]
}